(1)
Density functional theory data (ωB97M-V/def2-TZVPD) for a 12-piece molecular cluster, C60H171N30O9P9 overall at a distorted geometry.

Computed properties:
Electronic energy, hartree: -7780.82745
Orbital gap, eV: 7.82
Energy relative to the best compared isomer or geometry (same formula, charge and spin), kJ/mol: 189.0
Lowest unoccupied orbital energy, eV: -0.17

Each line ends with the Mulliken charge.
Positions of all 279 atoms, in Å:
C (-0.35, -0.11, 0.65)  -1.194
N (-0.94, -1.45, 0.70)  0.282
C (-1.78, -1.64, 1.86)  -1.099
P (-0.52, -2.81, -0.27)  0.321
O (-1.46, -3.99, -0.18)  -0.946
N (-0.37, -2.29, -1.92)  0.297
C (-1.17, -1.25, -2.45)  -1.050
C (0.07, -3.20, -2.96)  -1.158
N (1.08, -3.13, 0.32)  0.295
C (1.35, -4.21, 1.26)  -1.044
C (2.16, -2.14, 0.14)  -1.024
H (0.12, 0.05, 1.62)  0.440
H (-1.04, 0.71, 0.46)  0.317
H (0.41, -0.14, -0.13)  0.394
H (-2.75, -2.07, 1.59)  0.268
H (-1.90, -0.67, 2.36)  0.520
H (-1.24, -2.28, 2.56)  0.263
H (-0.86, -1.20, -3.50)  0.456
H (-2.25, -1.33, -2.39)  0.255
H (-0.90, -0.26, -2.09)  0.278
H (0.95, -3.69, -2.55)  0.370
H (-0.68, -3.94, -3.25)  0.266
H (0.64, -2.68, -3.73)  0.484
H (0.59, -4.25, 2.04)  0.284
H (1.33, -5.17, 0.75)  0.260
H (2.37, -4.17, 1.64)  0.419
H (1.80, -1.47, -0.64)  0.343
H (3.07, -2.68, -0.15)  0.416
H (2.30, -1.51, 1.01)  0.276
C (-0.83, -5.93, 6.30)  -1.164
N (-0.47, -7.31, 5.97)  0.156
C (0.88, -7.62, 6.42)  -1.076
P (-1.66, -8.47, 6.39)  0.549
O (-1.73, -8.56, 7.91)  -0.844
N (-3.08, -8.07, 5.51)  0.275
C (-4.38, -8.56, 6.05)  -1.051
C (-3.09, -7.64, 4.07)  -1.107
N (-1.12, -9.93, 5.59)  0.270
C (-1.05, -11.19, 6.32)  -1.182
C (-0.64, -9.96, 4.24)  -0.875
H (-1.84, -5.66, 5.99)  0.330
H (-0.19, -5.21, 5.78)  0.355
H (-0.83, -5.82, 7.38)  0.397
H (1.57, -6.97, 5.88)  0.317
H (1.16, -8.65, 6.21)  0.314
H (0.90, -7.33, 7.47)  0.358
H (-4.55, -9.61, 5.80)  0.317
H (-4.26, -8.58, 7.13)  0.338
H (-5.18, -7.86, 5.83)  0.324
H (-2.17, -7.09, 3.89)  0.402
H (-3.12, -8.44, 3.32)  0.275
H (-3.91, -6.95, 3.87)  0.344
H (-0.48, -11.10, 7.24)  0.329
H (-2.04, -11.63, 6.49)  0.274
H (-0.44, -11.90, 5.77)  0.479
H (0.41, -9.66, 4.25)  0.311
H (-1.16, -9.22, 3.63)  0.154
H (-0.74, -10.94, 3.77)  0.432
C (-1.44, 8.42, 2.70)  -1.093
N (-1.55, 7.30, 1.76)  0.313
C (-0.68, 6.16, 1.96)  -0.977
P (-2.84, 7.35, 0.56)  0.282
O (-4.17, 7.00, 1.14)  -0.848
N (-2.79, 8.93, -0.11)  0.286
C (-1.67, 9.47, -0.81)  -1.026
C (-4.03, 9.66, -0.14)  -1.104
N (-2.31, 6.30, -0.69)  0.346
C (-1.02, 6.33, -1.34)  -1.216
C (-3.17, 5.16, -1.08)  -1.091
H (-0.49, 8.95, 2.64)  0.341
H (-1.71, 8.10, 3.70)  0.391
H (-2.17, 9.20, 2.49)  0.315
H (-1.29, 5.34, 2.33)  0.262
H (0.06, 6.37, 2.73)  0.432
H (-0.24, 6.01, 0.98)  0.213
H (-0.72, 9.14, -0.39)  0.320
H (-1.63, 9.26, -1.88)  0.290
H (-1.66, 10.56, -0.73)  0.412
H (-4.72, 9.02, -0.70)  0.332
H (-4.48, 9.80, 0.84)  0.278
H (-4.00, 10.54, -0.78)  0.409
H (-0.44, 7.22, -1.09)  0.287
H (-0.39, 5.47, -1.14)  0.464
H (-1.13, 6.54, -2.41)  0.379
H (-3.16, 4.51, -0.21)  0.324
H (-2.84, 4.74, -2.03)  0.393
H (-4.20, 5.51, -1.12)  0.287
C (-5.66, 0.45, 10.00)  -1.148
N (-4.66, 0.05, 9.02)  0.365
C (-4.46, -1.40, 8.94)  -1.004
P (-3.49, 1.14, 8.33)  0.420
O (-2.48, 0.45, 7.46)  -0.880
N (-4.36, 2.37, 7.59)  0.334
C (-5.53, 1.97, 6.85)  -1.102
C (-3.67, 3.59, 7.17)  -1.160
N (-2.77, 1.89, 9.69)  0.116
C (-1.90, 1.05, 10.57)  -0.987
C (-3.45, 2.98, 10.43)  -1.093
H (-6.55, -0.13, 9.76)  0.416
H (-5.82, 1.52, 9.94)  0.346
H (-5.26, 0.19, 10.98)  0.279
H (-3.60, -1.73, 9.53)  0.284
H (-4.16, -1.59, 7.91)  0.312
H (-5.38, -1.94, 9.11)  0.330
H (-5.90, 2.81, 6.26)  0.447
H (-5.25, 1.13, 6.21)  0.338
H (-6.31, 1.56, 7.49)  0.224
H (-2.66, 3.59, 7.57)  0.357
H (-3.68, 3.72, 6.09)  0.460
H (-4.21, 4.44, 7.59)  0.325
H (-2.52, 0.37, 11.16)  0.302
H (-1.21, 0.53, 9.91)  0.302
H (-1.25, 1.60, 11.24)  0.362
H (-4.32, 3.37, 9.92)  0.400
H (-2.80, 3.85, 10.51)  0.265
H (-3.72, 2.54, 11.39)  0.391
C (-11.72, -0.79, 2.43)  -1.088
N (-10.33, -1.23, 2.13)  0.198
C (-9.40, -0.98, 3.24)  -1.132
P (-9.95, -1.31, 0.41)  0.528
O (-11.00, -1.78, -0.52)  -0.819
N (-9.48, 0.37, 0.12)  0.168
C (-8.38, 1.06, 0.81)  -0.927
C (-10.52, 1.26, -0.44)  -0.906
N (-8.52, -2.27, 0.41)  0.349
C (-8.46, -3.55, 1.14)  -1.096
C (-7.60, -2.29, -0.77)  -1.069
H (-12.35, -1.16, 1.63)  0.333
H (-11.84, 0.29, 2.47)  0.309
H (-12.10, -1.34, 3.30)  0.354
H (-8.37, -1.32, 3.07)  0.306
H (-9.66, -1.70, 4.01)  0.413
H (-9.48, 0.04, 3.61)  0.310
H (-8.06, 1.84, 0.12)  0.383
H (-8.67, 1.53, 1.75)  0.228
H (-7.64, 0.30, 1.08)  0.284
H (-11.22, 1.48, 0.37)  0.256
H (-10.04, 2.17, -0.80)  0.329
H (-11.00, 0.68, -1.22)  0.285
H (-8.75, -4.37, 0.47)  0.364
H (-7.49, -3.70, 1.60)  0.308
H (-9.25, -3.52, 1.89)  0.342
H (-7.47, -1.32, -1.24)  0.304
H (-7.96, -2.93, -1.58)  0.308
H (-6.59, -2.60, -0.49)  0.378
C (7.50, 3.88, 0.59)  -1.134
N (6.26, 4.67, 0.35)  0.402
C (5.07, 3.81, 0.22)  -1.136
P (5.97, 6.24, 0.96)  0.407
O (5.35, 6.41, 2.31)  -0.877
N (7.45, 7.08, 0.85)  0.221
C (8.30, 6.98, -0.36)  -1.137
C (7.72, 8.27, 1.67)  -0.952
N (5.15, 7.08, -0.40)  0.288
C (5.28, 6.85, -1.86)  -1.092
C (4.27, 8.17, 0.03)  -1.116
H (7.72, 3.23, -0.25)  0.354
H (7.32, 3.12, 1.34)  0.367
H (8.43, 4.41, 0.80)  0.362
H (4.14, 4.28, -0.10)  0.315
H (4.75, 3.39, 1.18)  0.326
H (5.37, 3.00, -0.45)  0.367
H (9.33, 7.14, -0.06)  0.348
H (8.07, 5.98, -0.74)  0.410
H (8.00, 7.77, -1.04)  0.257
H (8.76, 8.61, 1.63)  0.321
H (7.16, 9.16, 1.38)  0.322
H (7.40, 8.16, 2.71)  0.335
H (4.32, 6.83, -2.39)  0.438
H (5.94, 7.61, -2.29)  0.300
H (5.66, 5.84, -2.00)  0.304
H (3.99, 8.72, -0.87)  0.468
H (4.80, 8.84, 0.71)  0.237
H (3.40, 7.76, 0.54)  0.292
C (3.08, 2.12, -5.77)  -1.054
N (4.29, 1.50, -6.33)  0.211
C (5.05, 0.63, -5.37)  -1.040
P (4.95, 2.22, -7.73)  0.490
O (4.05, 2.66, -8.80)  -0.865
N (5.95, 3.51, -7.13)  0.306
C (7.12, 3.23, -6.31)  -1.167
C (5.65, 4.88, -7.48)  -1.092
N (6.06, 0.99, -8.25)  0.163
C (7.16, 1.35, -9.10)  -0.888
C (5.41, -0.27, -8.60)  -1.157
H (2.65, 1.45, -5.03)  0.371
H (2.35, 2.18, -6.58)  0.303
H (3.34, 3.06, -5.29)  0.292
H (5.47, 1.12, -4.49)  0.287
H (5.77, 0.02, -5.91)  0.362
H (4.36, -0.11, -4.96)  0.403
H (8.02, 3.40, -6.91)  0.401
H (7.02, 3.70, -5.34)  0.360
H (7.19, 2.17, -6.03)  0.355
H (5.35, 4.97, -8.52)  0.322
H (4.69, 5.16, -7.05)  0.291
H (6.43, 5.53, -7.10)  0.398
H (7.80, 0.51, -9.36)  0.360
H (6.71, 1.83, -9.96)  0.354
H (7.83, 2.06, -8.60)  0.136
H (4.94, -0.15, -9.57)  0.337
H (4.63, -0.58, -7.89)  0.380
H (6.20, -1.02, -8.63)  0.380
C (4.42, -0.37, 6.82)  -1.189
N (5.72, 0.23, 6.37)  0.304
C (5.63, 1.64, 6.05)  -1.078
P (7.05, -0.73, 5.87)  0.403
O (6.95, -1.30, 4.49)  -0.854
N (8.50, 0.24, 6.26)  0.345
C (9.63, 0.14, 5.35)  -0.979
C (8.77, 0.84, 7.53)  -1.238
N (7.18, -1.99, 6.99)  0.233
C (7.07, -1.87, 8.47)  -0.985
C (7.92, -3.29, 6.69)  -1.069
H (4.43, -1.38, 7.23)  0.372
H (3.87, -0.42, 5.88)  0.411
H (3.86, 0.19, 7.57)  0.369
H (6.23, 1.81, 5.15)  0.350
H (6.05, 2.24, 6.86)  0.239
H (4.64, 2.02, 5.82)  0.413
H (10.11, 1.12, 5.34)  0.339
H (10.21, -0.73, 5.65)  0.275
H (9.22, -0.07, 4.36)  0.291
H (7.89, 0.94, 8.17)  0.359
H (9.59, 0.33, 8.03)  0.324
H (9.03, 1.86, 7.29)  0.408
H (7.95, -1.38, 8.90)  0.226
H (6.19, -1.26, 8.69)  0.302
H (6.97, -2.81, 9.01)  0.374
H (8.99, -3.27, 6.91)  0.357
H (7.86, -3.55, 5.64)  0.331
H (7.52, -4.17, 7.19)  0.365
C (-4.74, -3.13, -12.84)  -1.074
N (-4.27, -1.80, -13.10)  0.334
C (-5.10, -1.12, -14.11)  -1.324
P (-2.85, -1.07, -12.42)  0.518
O (-1.84, -2.01, -11.88)  -0.845
N (-2.22, -0.02, -13.68)  0.190
C (-1.24, 1.03, -13.24)  -1.008
C (-1.84, -0.57, -14.98)  -0.999
N (-3.45, -0.05, -11.20)  0.145
C (-2.57, 0.29, -10.06)  -1.020
C (-4.56, 0.90, -11.40)  -0.794
H (-3.95, -3.73, -12.40)  0.355
H (-4.96, -3.69, -13.75)  0.341
H (-5.63, -3.20, -12.21)  0.283
H (-4.62, -0.19, -14.39)  0.425
H (-6.10, -1.04, -13.69)  0.392
H (-5.20, -1.72, -15.02)  0.332
H (-1.66, 1.58, -12.40)  0.254
H (-0.24, 0.71, -12.97)  0.282
H (-1.20, 1.69, -14.11)  0.422
H (-1.27, 0.11, -15.61)  0.409
H (-1.42, -1.55, -14.78)  0.332
H (-2.73, -0.87, -15.54)  0.253
H (-3.13, 0.29, -9.13)  0.332
H (-1.83, -0.51, -10.09)  0.304
H (-2.09, 1.27, -10.14)  0.348
H (-5.34, 0.67, -12.12)  0.195
H (-4.10, 1.82, -11.75)  0.296
H (-5.01, 1.05, -10.42)  0.316
C (0.24, -5.97, -8.93)  -0.741
C (-1.04, -6.54, -9.42)  0.281
N (-1.98, -7.02, -9.77)  -0.329
H (0.68, -6.63, -8.17)  0.292
H (0.12, -4.96, -8.55)  0.248
H (0.95, -5.85, -9.75)  0.252
C (-0.31, -8.74, -1.94)  -0.597
C (0.86, -8.21, -2.71)  0.288
N (1.78, -7.82, -3.30)  -0.407
H (-0.20, -8.07, -1.08)  0.167
H (-0.14, -9.77, -1.64)  0.269
H (-1.31, -8.72, -2.38)  0.286
C (6.74, -7.49, -1.31)  -0.781
C (5.84, -8.01, -0.24)  0.309
N (5.17, -8.47, 0.55)  -0.325
H (6.32, -6.98, -2.18)  0.282
H (7.29, -8.33, -1.73)  0.252
H (7.50, -6.80, -0.94)  0.264

***

(2)
Density functional theory data (ωB97M-V/def2-TZVPD) for C60H42N9O5SSn as an isolated structure at a distorted geometry.

Computed properties:
Electronic energy, hartree: -3792.74377
Orbital gap (alpha / beta), eV: 4.88 / 5.30
Energy relative to the best compared isomer or geometry (same formula, charge and spin), kJ/mol: 157.2
Net charge: +1
Lowest unoccupied orbital energy (alpha / beta), eV: -4.65 / -4.02

Each line ends with the Mulliken charge.
Positions of all 118 atoms, in Å:
Sn (-0.27, 0.60, 0.27)  0.797
C (-5.77, -6.44, 4.99)  -0.862
O (-5.73, -5.02, 4.78)  -0.399
C (-4.74, -4.49, 4.01)  1.026
C (-5.00, -3.14, 3.69)  -1.214
C (-3.95, -2.38, 3.27)  -0.825
C (-2.77, -2.95, 2.78)  -0.196
C (-2.63, -4.34, 2.92)  -0.331
C (-3.57, -5.13, 3.57)  -0.944
C (-1.75, -2.05, 2.17)  1.611
C (-1.18, -2.37, 0.97)  0.286
C (-1.63, -3.45, 0.09)  -1.452
C (-0.79, -3.48, -0.97)  -1.223
C (0.19, -2.40, -0.84)  -0.156
N (-0.07, -1.68, 0.37)  -0.265
C (1.28, -2.16, -1.72)  1.686
C (1.87, -0.90, -1.75)  -0.086
C (2.99, -0.51, -2.61)  -1.432
C (3.33, 0.80, -2.38)  -1.207
C (2.37, 1.31, -1.38)  0.489
C (2.41, 2.66, -0.87)  1.366
C (3.31, 3.64, -1.58)  -0.082
C (2.85, 4.89, -2.08)  -0.388
C (3.71, 5.79, -2.65)  -0.906
C (5.13, 5.47, -2.70)  0.761
O (5.93, 6.36, -3.32)  -0.435
C (7.31, 6.08, -3.60)  -0.815
C (5.60, 4.25, -2.18)  -0.905
C (4.69, 3.35, -1.61)  -0.629
C (1.82, 3.04, 0.36)  0.068
N (1.03, 2.17, 1.18)  0.019
C (0.81, 2.91, 2.37)  0.639
C (-0.15, 2.63, 3.39)  0.025
C (-0.36, 3.58, 4.53)  0.066
C (-0.63, 4.93, 4.28)  -0.182
C (-0.74, 5.86, 5.32)  -0.914
C (-0.49, 5.43, 6.62)  0.801
O (-0.34, 6.35, 7.65)  -0.429
C (0.03, 5.88, 8.96)  -0.825
C (-0.26, 4.04, 6.89)  -0.365
C (-0.22, 3.16, 5.87)  -1.079
C (-0.84, 1.31, 3.39)  0.215
C (-1.58, 0.76, 4.51)  -0.917
C (-1.92, -0.56, 4.22)  -1.132
C (-1.46, -0.86, 2.89)  0.228
N (-0.75, 0.30, 2.41)  0.224
C (1.52, 4.19, 2.28)  -1.125
C (2.17, 4.27, 1.07)  -1.246
N (1.52, 0.24, -1.02)  0.147
C (1.72, -3.22, -2.66)  -0.103
C (1.83, -2.88, -4.01)  -0.952
C (2.06, -3.87, -4.93)  -1.239
C (2.46, -5.16, -4.46)  0.679
O (3.17, -5.93, -5.34)  -0.401
C (2.96, -7.32, -5.39)  -0.802
C (2.38, -5.51, -3.10)  -0.399
C (2.03, -4.50, -2.20)  -0.300
H (-6.83, -6.66, 5.21)  0.251
H (-5.17, -6.69, 5.87)  0.345
H (-5.49, -7.06, 4.15)  0.360
H (-5.98, -2.71, 3.97)  0.382
H (-3.99, -1.28, 3.26)  0.565
H (-1.76, -4.79, 2.44)  0.532
H (-3.39, -6.17, 3.80)  0.442
H (-2.50, -4.08, 0.21)  0.717
H (-0.87, -4.08, -1.89)  0.579
H (3.49, -1.21, -3.31)  0.668
H (4.14, 1.37, -2.86)  0.609
H (1.77, 5.09, -1.96)  0.464
H (3.34, 6.74, -3.04)  0.440
H (7.63, 6.87, -4.26)  0.253
H (7.43, 5.11, -4.16)  0.332
H (7.92, 6.08, -2.71)  0.337
H (6.63, 3.97, -2.25)  0.451
H (4.95, 2.43, -1.11)  0.731
H (-0.73, 5.28, 3.21)  0.538
H (-1.01, 6.92, 5.14)  0.373
H (0.21, 6.81, 9.51)  0.239
H (0.98, 5.33, 8.93)  0.360
H (-0.80, 5.33, 9.40)  0.341
H (-0.09, 3.79, 7.94)  0.407
H (0.04, 2.14, 6.05)  0.687
H (-1.94, 1.23, 5.43)  0.673
H (-2.55, -1.14, 4.90)  0.654
H (1.54, 4.91, 3.08)  0.668
H (2.76, 5.11, 0.70)  0.532
H (1.73, -1.84, -4.31)  0.761
H (2.03, -3.73, -5.99)  0.502
H (2.84, -7.56, -6.47)  0.255
H (2.04, -7.64, -4.83)  0.367
H (3.86, -7.89, -5.06)  0.269
H (2.62, -6.53, -2.78)  0.487
H (1.98, -4.71, -1.09)  0.430
S (-2.54, -3.04, -6.69)  0.118
N (-2.06, -1.49, -6.79)  -0.655
C (-2.36, -0.99, -5.57)  0.153
C (-1.89, 0.24, -4.98)  0.826
C (-0.91, 1.05, -5.62)  -0.733
C (-0.34, 2.09, -4.89)  -0.544
C (-0.80, 2.32, -3.58)  -0.465
N (-1.75, 1.62, -3.02)  -0.418
C (-2.27, 0.54, -3.64)  -0.428
C (-3.19, -0.29, -2.87)  0.107
N (-3.52, 0.03, -1.61)  -0.344
C (-4.47, -0.65, -1.01)  -0.356
C (-5.05, -1.83, -1.51)  -0.652
C (-4.63, -2.31, -2.73)  -0.459
C (-3.70, -1.55, -3.41)  0.933
C (-3.15, -1.90, -4.73)  0.653
N (-3.42, -3.11, -5.30)  -0.623
H (-0.71, 0.89, -6.69)  0.481
H (0.41, 2.78, -5.30)  0.442
H (-0.47, 3.16, -3.01)  0.600
H (-4.75, -0.26, -0.02)  0.395
H (-5.86, -2.24, -0.90)  0.455
H (-5.03, -3.19, -3.20)  0.542
O (2.88, -2.05, 2.38)  -0.259
N (1.84, -2.08, 2.87)  0.255